Here is a single C4H9NOS2 molecule from the Open Molecules 2025 dataset. Energies are from wB97M-V/def2-TZVPD.

As for the net charge: 0. Its molar mass is 151.256 g mol⁻¹. As for the energy above the lowest of the compared OMol25 structures with the same formula, charge and spin: 115.21 kJ/mol.

Structure (XYZ):
```
17
Properties=species:S:1:pos:R:3:forces:R:3
H -0.118 -3.315 1.068 0.6 -0.6 0.8
N -1.144 0.704 1.129 0.4 0.0 -0.3
H 0.742 2.314 -0.246 -0.3 -0.7 0.7
H 1.865 1.017 -0.522 -0.4 -0.1 0.6
S -0.504 -2.458 0.171 -0.7 0.8 -0.9
H -0.943 1.175 -1.418 -0.4 0.5 0.0
O 0.300 -0.278 -2.112 0.4 -0.4 0.2
H 1.504 1.429 1.170 0.2 0.4 0.1
C 1.070 1.339 0.185 0.2 -0.3 -0.8
C 0.472 -1.093 0.682 0.2 -0.1 0.4
H -1.809 -0.049 1.162 -0.5 -0.2 0.2
H -0.840 0.868 2.087 0.2 0.0 -0.3
H -1.519 -0.433 -1.119 -0.8 -0.7 -0.2
C -0.050 0.266 0.247 0.4 1.1 -1.1
S 1.765 -1.225 1.624 0.4 -0.4 0.5
C -0.640 0.171 -1.164 0.1 0.8 0.2
H -0.151 -0.431 -2.944 0.0 0.0 -0.1
```
Forces are in eV/Å.